No. 1
This record from the Open Molecules 2025 dataset describes a cluster of 15 separate species, H29O15 in total. The level of theory is ωB97M-V/def2-TZVPD.

Computed properties:
**Max |F|**: 0.05246 hartree/bohr
**Relative energy (zero: lowest compared OMol25 entry of this formula, charge and spin)**: 30.2 kcal/mol
**HOMO-LUMO gap**: 9.41 eV
**Charge**: -1

Geometry as XYZ:
```
44
Properties=species:S:1:pos:R:3:forces:R:3:lowdin_charge:R:1
O 1.7060 1.4897 -2.6993 -0.109 -0.971 -1.463 -0.092
H 1.2489 1.7928 -3.5007 0.116 0.597 0.438 0.055
H -1.4373 -0.7687 -3.0034 -0.895 -0.273 0.716 -0.036
O 0.5821 2.1689 -0.2770 -0.915 0.134 1.646 -0.075
H -0.1672 1.5195 -0.2841 0.047 0.863 -0.370 0.025
H 1.0618 2.0872 -1.0832 0.365 -0.344 -1.710 -0.013
O -1.7581 -0.7246 -3.9012 1.897 1.316 -1.395 -0.114
H 3.9043 -2.5624 -0.8407 -2.138 -0.062 -0.196 -0.033
H -0.8076 -0.5597 -4.2107 -1.750 -0.287 -0.165 0.063
O 1.6708 2.2600 3.1569 -1.234 0.763 1.451 -0.056
H 2.5198 2.0824 3.5620 0.090 -0.430 -0.632 0.037
H 1.4372 1.6503 2.4639 0.564 -0.507 -0.157 -0.003
O -1.7473 0.5947 -0.3711 -0.937 -0.763 -0.040 -0.083
H -1.5092 -0.2852 -0.7522 -0.256 1.210 0.628 0.042
H -2.1342 0.3656 0.5129 0.769 0.491 -1.205 0.039
O 1.5322 -2.2291 -0.6301 0.479 -0.929 0.819 -0.095
H 0.9271 -2.9866 -0.5797 0.360 0.264 -0.422 0.057
H 1.4732 -1.8695 -1.5542 -0.689 0.133 -0.270 0.004
O 0.3405 -0.2365 0.7459 0.399 0.368 0.878 -0.086
H 0.8711 0.4998 0.3686 -0.140 -0.930 0.411 0.012
H 0.7031 -1.0625 0.4128 0.725 -0.270 -0.332 -0.013
O 0.6638 -1.0659 -2.7279 0.555 0.168 -0.516 -0.349
H 0.2459 -0.4735 -2.1144 -0.003 0.783 0.663 -0.051
H 1.6591 0.5149 -2.9401 0.050 0.357 0.992 0.037
O -3.9268 0.5087 1.8621 0.805 -1.020 0.702 -0.059
H -4.4241 1.0479 1.2639 -0.390 0.162 -0.847 0.049
H -3.6224 -0.3112 1.4089 -0.757 0.596 0.060 0.019
O 0.4466 0.1337 5.6741 -0.101 -0.353 0.232 -0.071
H 0.6452 0.1885 4.7320 -0.103 0.074 0.010 0.016
O 3.0394 2.3964 1.0730 -0.918 -0.053 0.221 -0.064
H 2.1633 2.3529 0.6409 -0.418 0.196 0.853 0.000
H 3.5175 2.3872 0.2782 1.920 -0.039 -1.614 0.005
O -3.2829 -1.6995 0.2468 -1.903 0.786 0.835 0.000
H -3.8388 -2.1716 -0.3637 -0.341 -0.207 -0.417 0.072
H -2.4314 -2.0251 0.1127 2.281 -1.001 -0.373 0.022
O -1.0108 -2.9664 -2.7726 0.972 0.918 -1.304 -0.222
H -0.9998 -2.9000 -3.7793 -0.435 -0.373 2.054 0.043
H -0.3894 -2.1005 -2.6311 -0.279 -1.968 -0.292 -0.036
O 4.8351 -2.6266 -0.8567 1.933 0.611 0.964 -0.060
H 5.0686 -2.0519 -0.0965 0.035 -0.547 -0.735 0.050
H -0.0249 -0.7015 5.8136 0.220 0.372 -0.258 0.032
O -3.2001 3.0352 2.6838 -0.552 -1.222 -0.109 -0.084
H -2.3029 3.2442 2.4533 0.683 0.327 -0.120 0.015
H -3.2474 2.0583 2.5038 -0.003 1.060 0.371 0.002
```
Forces are in eV/Å.

No. 2
This record from the Open Molecules 2025 dataset describes a structure of composition C4HF7O3S. The level of theory is ωB97M-V/def2-TZVPD.

Computed properties:
**Max |F|**: 0.09796 hartree/bohr
**Relative energy (zero: lowest compared OMol25 entry of this formula, charge and spin)**: 24.3 kcal/mol
**HOMO-LUMO gap**: 10.08 eV
**Charge**: 0

Geometry as XYZ:
```
16
Properties=species:S:1:pos:R:3:forces:R:3:lowdin_charge:R:1
C -0.3943 0.2154 1.3947 -0.873 -1.679 -1.397 -0.349
C -0.0640 -0.3009 -0.0181 2.056 2.860 -0.117 0.009
C -1.0093 -1.1834 -0.7579 -1.101 -0.131 0.756 -0.598
C 1.4408 -0.6298 -0.2525 0.205 2.339 0.576 -0.584
O 1.2058 2.4774 -0.7173 0.143 0.354 1.139 -0.203
O -1.2356 2.5189 -0.7103 -0.941 0.613 0.548 -0.201
O -0.0710 1.5795 1.3514 0.461 0.841 1.315 -0.124
F -1.7215 0.0631 1.6348 -0.780 0.502 -0.211 0.076
F -2.1091 -0.4860 -1.0876 -0.264 -0.530 0.706 0.162
F -0.5752 -1.6853 -1.8815 1.036 -0.313 -0.865 0.204
F -1.2807 -2.2647 0.0516 -0.448 0.862 -0.447 0.138
F 1.8734 -1.8639 -0.1102 -0.505 -0.506 -0.027 0.201
F 1.7636 -0.1698 -1.4575 0.057 -0.693 -0.785 0.156
F 2.2033 0.1483 0.5943 -0.631 -0.737 0.152 0.110
S -0.0281 2.0113 -0.1995 0.275 -4.666 -1.879 0.821
H 0.0021 -0.4301 2.1656 1.309 0.884 0.536 0.182
```
Forces are in eV/Å.

No. 3
This record from the Open Molecules 2025 dataset describes a cluster of 2 separate species, C5H12NO2P in total. The level of theory is ωB97M-V/def2-TZVPD.

Computed properties:
**Max |F|**: 0.09416 hartree/bohr
**Relative energy (zero: lowest compared OMol25 entry of this formula, charge and spin)**: 164.8 kcal/mol
**HOMO-LUMO gap (spin up / spin down)**: 8.89 / 8.89 eV
**Charge**: 0

Geometry as XYZ:
```
21
Properties=species:S:1:pos:R:3:forces:R:3:lowdin_charge:R:1
C 1.4294 1.3463 -0.2186 -2.262 -1.222 -0.726 -0.292
C -1.0382 0.5383 0.8061 -1.872 0.139 0.767 -0.305
C -0.1269 -0.9650 -0.8496 -0.351 1.227 -1.301 -0.262
C -0.7966 -0.4569 1.9563 2.662 1.881 -0.293 -0.286
C 0.2594 -0.9342 -2.3128 -0.061 -4.607 -1.488 -0.292
N -0.4539 0.3734 -0.4928 3.168 2.878 1.429 -0.051
O -1.2643 0.1191 3.1322 -0.554 0.617 0.517 -0.048
O -0.5136 -0.1239 -3.1267 -0.580 -0.565 -0.253 -0.045
P 1.5406 2.3051 1.1502 -3.063 -1.869 -0.530 0.829
H 2.0411 1.0625 -1.1222 -0.763 0.456 1.264 0.028
H -2.1763 0.6860 0.8784 0.961 -0.644 -1.195 0.156
H -0.8062 1.5475 1.1132 0.616 0.415 0.455 0.023
H -1.0249 -1.4370 -0.5697 -1.465 -1.454 -0.484 0.116
H 0.6109 -1.4482 -0.2950 1.613 -0.701 1.091 0.101
H 0.2753 -0.6421 2.1301 -0.141 -0.513 -0.635 0.121
H -1.3745 -1.2770 1.8364 -1.226 -3.165 -0.824 0.082
H 0.3173 -2.0947 -2.7486 -0.321 2.757 1.065 0.169
H 1.2241 -0.5687 -2.4382 2.232 0.348 0.304 0.063
H -1.1896 1.0083 2.8159 -0.314 1.544 1.283 0.046
H -1.0211 0.2696 -2.4330 -1.255 1.508 0.259 0.046
H 2.7389 2.7557 0.9018 2.976 0.968 -0.704 -0.200
```
Forces are in eV/Å.

Please write out number 3 again, unchanged.
This record from the Open Molecules 2025 dataset describes a cluster of 2 separate species, C5H12NO2P in total. The level of theory is ωB97M-V/def2-TZVPD.

Computed properties:
**Max |F|**: 0.09416 hartree/bohr
**Relative energy (zero: lowest compared OMol25 entry of this formula, charge and spin)**: 164.8 kcal/mol
**HOMO-LUMO gap (spin up / spin down)**: 8.89 / 8.89 eV
**Charge**: 0

Geometry as XYZ:
```
21
Properties=species:S:1:pos:R:3:forces:R:3:lowdin_charge:R:1
C 1.4294 1.3463 -0.2186 -2.262 -1.222 -0.726 -0.292
C -1.0382 0.5383 0.8061 -1.872 0.139 0.767 -0.305
C -0.1269 -0.9650 -0.8496 -0.351 1.227 -1.301 -0.262
C -0.7966 -0.4569 1.9563 2.662 1.881 -0.293 -0.286
C 0.2594 -0.9342 -2.3128 -0.061 -4.607 -1.488 -0.292
N -0.4539 0.3734 -0.4928 3.168 2.878 1.429 -0.051
O -1.2643 0.1191 3.1322 -0.554 0.617 0.517 -0.048
O -0.5136 -0.1239 -3.1267 -0.580 -0.565 -0.253 -0.045
P 1.5406 2.3051 1.1502 -3.063 -1.869 -0.530 0.829
H 2.0411 1.0625 -1.1222 -0.763 0.456 1.264 0.028
H -2.1763 0.6860 0.8784 0.961 -0.644 -1.195 0.156
H -0.8062 1.5475 1.1132 0.616 0.415 0.455 0.023
H -1.0249 -1.4370 -0.5697 -1.465 -1.454 -0.484 0.116
H 0.6109 -1.4482 -0.2950 1.613 -0.701 1.091 0.101
H 0.2753 -0.6421 2.1301 -0.141 -0.513 -0.635 0.121
H -1.3745 -1.2770 1.8364 -1.226 -3.165 -0.824 0.082
H 0.3173 -2.0947 -2.7486 -0.321 2.757 1.065 0.169
H 1.2241 -0.5687 -2.4382 2.232 0.348 0.304 0.063
H -1.1896 1.0083 2.8159 -0.314 1.544 1.283 0.046
H -1.0211 0.2696 -2.4330 -1.255 1.508 0.259 0.046
H 2.7389 2.7557 0.9018 2.976 0.968 -0.704 -0.200
```
Forces are in eV/Å.

Which formula does entry 2 have?
C4HF7O3S